{
  "formula": "C4H4IN",
  "method": "wB97M-V/def2-TZVPD",
  "relative_energy_kcal_mol": 125.3,
  "e_homo_ev": [-9.342, -7.772],
  "lumo_energy_ev": [-0.4, -0.2],
  "molar_mass_da": 193.0,
  "charge": 0,
  "orbital_gap_ev": [8.90, 7.55],
  "total_energy_ha": -507.05323,
  "species": ["I", "N", "C", "C", "C", "C", "H", "H", "H", "H"],
  "coordinates": [[2.7728, 2.2470, -2.5179], [0.8775, 1.9049, 0.3503], [0.9168, -0.0804, -1.2924], [-0.0165, 0.9088, 0.6829], [1.5954, 1.1137, -1.3465], [0.0678, -0.2572, -0.2641], [-0.6162, -1.1088, -0.1209], [-1.2034, 1.0365, 0.4356], [1.0235, -0.6758, -2.1569], [0.1973, 0.4736, 1.7233]],
  "forces_ev_per_a": [[-0.037, -0.236, 0.007], [1.620, -0.270, -3.387], [0.643, 0.782, -1.249], [-1.242, -2.325, -0.571], [-2.051, 2.239, 4.913], [-0.913, -1.063, 0.902], [0.551, 0.384, -0.231], [2.263, 0.718, 1.142], [-0.087, -1.218, -0.577], [-0.747, 0.989, -0.949]]
}


{
  "formula": "C31H34N8O2S2W",
  "method": "wB97M-V/def2-TZVPD",
  "relative_energy_kcal_mol": 7.2,
  "e_homo_ev": [-13.024, -13.025],
  "lumo_energy_ev": [-7.1, -7.1],
  "molar_mass_da": 798.6,
  "charge": 2,
  "orbital_gap_ev": [5.97, 5.97],
  "total_energy_ha": -2653.14479,
  "species": ["W", "S", "S", "O", "O", "N", "N", "N", "N", "N", "N", "N", "N", "C", "C", "C", "C", "C", "C", "C", "C", "C", "C", "C", "C", "C", "C", "C", "C", "C", "C", "C", "C", "C", "C", "C", "C", "C", "C", "C", "C", "C", "C", "C", "H", "H", "H", "H", "H", "H", "H", "H", "H", "H", "H", "H", "H", "H", "H", "H", "H", "H", "H", "H", "H", "H", "H", "H", "H", "H", "H", "H", "H", "H", "H", "H", "H", "H"],
  "coordinates": [[-0.6840, 0.8837, 0.4100], [-0.5165, -1.2800, 1.7307], [0.9710, -0.0764, 4.0275], [0.9190, 0.2512, -0.3795], [-2.3968, 0.1501, 0.0671], [-1.9516, 1.4792, 2.0741], [0.6164, 2.2177, 1.4340], [1.7975, -2.0045, -2.2950], [4.3157, -1.7695, 3.6407], [-2.9323, 0.3128, 3.9912], [-0.9445, 2.6668, -0.6145], [-0.9938, -2.6414, -1.2999], [2.1348, -2.8542, 0.0097], [-4.9918, 0.5431, -4.6780], [0.2891, -3.9480, -2.9691], [-2.3537, 0.4326, 5.3404], [3.1178, -0.6923, -0.6345], [-3.9821, 0.5072, -3.5634], [-0.3945, -3.9602, -1.6018], [1.9034, 2.1967, 1.4012], [4.4721, -0.5884, -0.3264], [2.7568, 1.2465, 0.7461], [-1.9480, -2.1649, -2.0266], [1.6440, -3.2365, -3.0622], [3.3167, -1.8410, 3.0775], [0.9427, -1.0583, 2.7324], [-2.4179, 0.9235, 2.9898], [2.0884, -1.8608, 2.3391], [6.4733, 0.4231, 0.8468], [-3.5318, 1.6341, -2.9304], [-2.4887, -0.8469, -2.1144], [-0.0206, 4.5170, 0.8693], [-2.6005, 1.5807, -1.8737], [2.2548, 0.2684, -0.1140], [-3.3897, -0.7014, -3.1598], [-2.0016, 2.7376, -1.4170], [-0.1146, 3.8866, -0.5205], [5.0125, 0.4006, 0.4925], [2.6729, -2.0082, -1.2179], [4.1229, 1.3096, 1.0320], [0.0407, 3.4729, 1.9858], [-3.9805, -0.6983, 3.7642], [-2.1725, 0.3194, -1.2954], [2.1077, -2.4377, 1.1207], [-3.6347, -1.5963, -3.7245], [2.4248, -3.9177, -2.7237], [7.0471, -0.2479, 0.2112], [-1.6194, 1.2310, 5.3520], [-4.5335, 0.3041, -5.6390], [-3.1588, 0.6583, 6.0368], [-1.1877, -4.7069, -1.5880], [5.1406, -1.3464, -0.7214], [0.6515, 3.8110, 2.8221], [0.4304, -4.9842, -3.2788], [-2.3198, 3.7048, -1.7967], [4.4781, 2.0754, 1.7129], [-0.3972, -3.5083, -3.6989], [-5.7835, -0.1858, -4.5028], [2.4177, 2.9993, 1.9301], [-0.5703, -2.0989, -0.5399], [-0.8633, 5.1833, 1.0524], [-3.5612, -1.6876, 3.9396], [-3.8642, 2.6086, -3.2733], [-5.4498, 1.5263, -4.7589], [1.0416, -1.3401, -2.2840], [-4.8010, -0.5101, 4.4528], [0.8806, 5.1325, 0.8763], [0.8809, 3.6058, -0.8669], [0.2987, -4.1881, -0.7955], [-4.3358, -0.6281, 2.7399], [-2.3471, -2.8757, -2.7458], [-1.8722, -0.5047, 5.6111], [3.5516, -2.5924, -1.4772], [6.6063, 0.1039, 1.8821], [1.8444, -3.0272, -4.1137], [-0.4962, 4.6166, -1.2329], [-0.9486, 3.2673, 2.3629], [6.8877, 1.4261, 0.7508]],
  "forces_ev_per_a": [[0.629, -0.194, 0.140], [-0.032, 0.330, -0.058], [-0.001, 0.122, 0.032], [0.039, 0.175, -0.006], [-0.277, -0.491, -0.427], [-0.132, 0.032, -0.322], [-0.008, 0.350, 0.157], [-0.094, -0.042, -0.010], [0.048, -0.024, -0.029], [-0.019, 0.058, -0.111], [-0.010, -0.177, 0.294], [0.190, 0.064, 0.149], [-0.001, -0.227, -0.202], [0.064, -0.063, 0.060], [-0.045, 0.048, 0.015], [-0.079, 0.024, 0.009], [0.115, -0.092, 0.021], [-0.064, -0.057, -0.044], [0.039, -0.009, 0.001], [0.184, -0.041, 0.099], [0.025, -0.028, -0.036], [-0.054, 0.224, 0.145], [-0.066, 0.097, 0.003], [-0.016, 0.043, 0.045], [-0.158, 0.034, 0.019], [0.010, -0.233, -0.043], [0.264, -0.190, 0.136], [0.122, 0.016, -0.170], [-0.083, 0.001, -0.015], [0.051, 0.039, -0.134], [0.192, -0.256, -0.084], [-0.018, 0.003, -0.037], [0.013, 0.023, 0.027], [-0.188, -0.157, -0.094], [0.015, -0.057, -0.212], [0.026, 0.128, -0.161], [-0.010, -0.063, 0.015], [0.032, 0.009, 0.030], [0.001, 0.140, 0.087], [0.100, 0.018, 0.013], [0.129, -0.035, -0.017], [0.031, 0.074, 0.024], [-0.790, 0.187, 0.388], [-0.099, 0.192, 0.286], [-0.047, 0.037, -0.007], [0.013, 0.012, 0.014], [-0.004, 0.005, -0.009], [0.014, 0.003, -0.004], [0.023, 0.002, 0.014], [0.000, 0.001, 0.008], [-0.049, 0.025, 0.010], [-0.012, -0.002, 0.027], [0.060, -0.002, -0.029], [0.005, 0.002, -0.055], [-0.030, 0.019, 0.086], [0.000, -0.006, -0.015], [-0.040, -0.057, 0.010], [-0.008, 0.013, -0.002], [0.025, -0.037, -0.001], [-0.073, -0.068, -0.020], [-0.019, -0.013, -0.008], [-0.007, -0.010, 0.015], [-0.020, 0.004, 0.073], [0.005, 0.006, 0.002], [0.067, 0.018, -0.014], [-0.017, -0.008, 0.003], [-0.025, 0.039, 0.007], [0.012, -0.016, -0.011], [-0.025, 0.001, -0.038], [-0.006, 0.008, -0.002], [-0.013, 0.054, -0.002], [0.007, -0.012, -0.007], [0.055, 0.016, -0.014], [0.002, -0.010, -0.003], [0.021, -0.066, -0.042], [0.020, 0.027, -0.003], [0.002, 0.016, 0.040], [-0.011, 0.002, -0.005]]
}


{
  "formula": "C21H22IN4O6Y",
  "method": "wB97M-V/def2-TZVPD",
  "relative_energy_kcal_mol": 16.2,
  "e_homo_ev": -7.788,
  "lumo_energy_ev": 0.1,
  "molar_mass_da": 642.2,
  "charge": 0,
  "orbital_gap_ev": 7.86,
  "total_energy_ha": -1820.14920,
  "species": ["I", "Y", "O", "O", "O", "O", "O", "O", "N", "N", "N", "N", "C", "C", "C", "C", "C", "C", "C", "C", "C", "C", "C", "C", "C", "C", "C", "C", "C", "C", "C", "C", "C", "H", "H", "H", "H", "H", "H", "H", "H", "H", "H", "H", "H", "H", "H", "H", "H", "H", "H", "H", "H", "H", "H"],
  "coordinates": [[3.3653, -0.5482, -2.0843], [0.8315, -0.4259, 0.0275], [-1.4654, -1.5012, -0.0585], [1.2110, -2.5133, -0.3734], [3.1663, -0.6467, 1.1303], [0.7576, 0.7593, 1.9301], [1.6377, -4.6367, 0.2119], [-0.4846, 1.0652, 3.7711], [-2.2267, 2.4974, 1.8743], [-3.6358, -1.0125, 0.4165], [-1.8739, 0.4958, 0.8532], [0.8839, -1.8727, 2.2477], [1.1592, 2.7795, -3.7142], [0.5964, 1.1571, -1.8723], [-4.5220, -0.1230, 0.9533], [3.3436, -1.8185, 1.9376], [-0.1420, 3.3375, -3.6248], [3.6993, 1.6647, -3.9993], [2.1946, -1.8229, 2.9083], [2.8076, 1.1596, -3.0964], [-4.1263, 1.0619, 1.4552], [-0.6483, 1.7538, -1.8912], [-1.0337, 2.8173, -2.7457], [0.5344, -3.2143, 1.7897], [-0.0956, -1.1714, 3.0652], [1.5023, 1.6878, -2.8711], [1.1919, -3.5325, 0.4411], [3.3336, 2.7812, -4.7809], [-4.0663, -2.3040, -0.1176], [2.0882, 3.3109, -4.6427], [0.0721, 0.3569, 2.9448], [-2.2998, -0.6891, 0.3918], [-2.7215, 1.3528, 1.3931], [-5.1326, -2.2459, -0.3217], [-3.8657, -3.1017, 0.5957], [-4.8415, 1.7426, 1.8897], [-3.5255, -2.5071, -1.0368], [-2.8067, 3.0443, 2.4862], [4.2858, -1.7529, 2.4859], [2.2463, -0.8965, 3.4802], [3.9478, -0.4707, 0.5979], [4.0380, 3.1950, -5.4906], [-1.0982, -1.4308, 2.7210], [-1.2352, 2.5038, 2.0883], [3.3720, -2.7104, 1.3073], [1.7831, 4.1558, -5.2495], [-5.5543, -0.4444, 0.9540], [0.8171, -3.9952, 2.5042], [-0.5448, -3.2519, 1.6329], [2.2942, -2.6595, 3.6129], [-0.4060, 4.1690, -4.2681], [-1.4062, 1.4315, -1.1849], [4.6726, 1.2113, -4.1262], [-0.0409, -1.4232, 4.1311], [-2.0339, 3.2308, -2.6798]],
  "forces_ev_per_a": [[0.118, -0.463, 0.066], [-0.179, -0.079, 0.472], [0.113, 0.165, -0.008], [0.190, -0.441, 0.131], [-0.222, 0.078, -0.014], [-0.158, 0.025, 0.159], [-0.086, -0.067, 0.037], [-0.002, 0.079, -0.008], [-0.050, -0.029, 0.007], [-0.194, 0.102, 0.046], [-0.172, -0.078, -0.010], [0.115, 0.183, -0.140], [-0.115, 0.113, -0.029], [0.154, 0.300, -0.488], [0.059, -0.153, -0.066], [0.134, 0.039, -0.126], [0.106, 0.000, -0.063], [-0.096, 0.121, -0.049], [-0.131, -0.080, 0.104], [-0.119, 0.386, -0.220], [0.044, -0.062, -0.076], [-0.152, 0.057, 0.169], [-0.024, -0.058, 0.065], [-0.037, -0.173, 0.228], [-0.018, -0.048, 0.210], [0.121, -0.193, 0.156], [0.060, 0.386, -0.336], [0.098, -0.107, 0.048], [-0.015, 0.113, 0.007], [-0.075, 0.047, 0.009], [0.064, -0.020, -0.282], [0.432, -0.081, -0.183], [-0.056, 0.143, 0.229], [-0.001, -0.057, 0.008], [0.017, -0.011, -0.007], [0.041, 0.044, -0.005], [0.017, -0.011, 0.004], [-0.016, 0.036, -0.016], [-0.018, 0.016, 0.027], [0.015, 0.007, -0.004], [0.056, -0.074, -0.055], [0.003, -0.016, 0.003], [-0.017, 0.058, 0.013], [0.036, -0.049, -0.019], [-0.035, -0.008, 0.015], [-0.017, -0.008, 0.008], [-0.009, 0.036, 0.010], [-0.058, 0.044, 0.056], [0.008, -0.046, -0.027], [0.045, -0.010, -0.029], [0.030, -0.011, -0.012], [0.013, -0.005, -0.015], [0.002, -0.005, 0.003], [-0.010, -0.102, -0.030], [-0.007, -0.038, 0.026]]
}